(1)
# C33H76IN2O8

A 7-piece molecular cluster, C33H76IN2O8 overall at a distorted geometry (ωB97M-V/def2-TZVPD, the Open Molecules 2025 dataset).

- energy (eV) = -62897.9659
- charge = +1

```
120
Properties=species:S:1:pos:R:3:forces:R:3
C -1.573 -0.911 6.964 -0.21 0.21 -0.44
C -2.782 0.173 6.571 1.70 -0.39 0.56
O -3.063 0.974 7.806 -1.29 -1.56 -1.37
C -2.101 1.151 5.397 -1.44 0.70 2.50
O -2.057 0.358 4.159 4.60 1.90 -1.36
C -0.832 0.597 3.381 2.70 -1.14 -4.42
N 0.366 1.494 3.597 0.84 -0.96 -2.44
C 1.458 1.487 2.511 -5.30 -3.47 -0.30
N 0.901 0.486 1.512 -1.64 1.72 4.83
C -0.437 -0.114 1.959 0.87 2.53 2.31
C -1.181 -1.242 1.031 1.11 -0.48 0.00
C -2.208 -2.238 1.830 -0.89 -0.05 -2.18
C -2.475 -3.584 0.875 1.10 -0.30 1.08
I -1.376 -3.048 3.722 -0.55 0.61 -1.01
H -0.918 -0.517 7.881 -1.84 -0.82 -1.91
H -2.104 -1.931 7.184 1.43 1.83 -0.25
H -0.814 -1.029 6.057 -1.80 0.04 1.83
H -3.759 -0.361 6.211 2.00 1.08 0.38
H -3.881 0.581 8.259 1.80 0.80 -1.15
H -2.773 2.108 5.268 1.39 -1.87 -0.06
H -1.056 1.463 5.821 -1.86 -0.71 -1.00
H 0.517 2.118 4.430 -0.43 -1.01 -1.24
H 2.458 2.125 2.462 -2.61 -1.62 0.19
H 1.353 0.208 0.605 -0.55 0.38 1.19
H -1.697 -0.771 0.065 0.98 -0.78 2.34
H -0.314 -1.939 0.598 -1.71 1.60 0.98
H -3.243 -1.708 1.964 2.16 -0.92 0.28
H -3.439 -4.149 1.243 1.86 1.33 -0.96
H -2.460 -3.343 -0.270 -0.31 -0.34 2.22
H -1.564 -4.307 1.122 -1.95 1.46 -0.83
C -2.034 5.672 -0.701 0.10 0.03 0.12
C -1.810 4.489 -1.628 -0.05 0.24 -0.03
O -0.925 3.508 -1.092 0.21 -0.29 0.19
C -1.323 2.895 0.132 -0.01 0.11 -0.30
C -2.650 2.163 0.038 -0.11 -0.02 -0.07
H -1.080 6.155 -0.459 -0.16 -0.05 -0.11
H -2.692 6.409 -1.175 0.13 -0.13 0.04
H -2.496 5.371 0.241 -0.10 0.04 -0.04
H -1.354 4.850 -2.555 0.11 -0.22 0.14
H -2.760 4.025 -1.913 -0.05 0.00 0.06
H -1.336 3.637 0.938 -0.11 0.04 0.05
H -0.539 2.174 0.391 -0.06 0.26 -0.27
H -3.473 2.837 -0.211 0.05 -0.05 0.11
H -2.888 1.681 0.992 0.02 0.03 -0.05
H -2.609 1.394 -0.741 0.01 0.09 0.07
C 1.596 -6.684 6.275 0.02 -0.01 -0.15
C 0.569 -6.159 7.266 0.04 -0.04 -0.11
O -0.685 -5.839 6.668 -0.06 0.23 -0.06
C -1.370 -6.908 6.021 -0.02 -0.04 0.09
C -1.703 -8.063 6.951 0.01 -0.03 0.16
H 1.764 -5.953 5.475 0.00 -0.09 0.16
H 2.548 -6.879 6.780 -0.14 0.06 -0.06
H 1.270 -7.614 5.805 0.06 -0.02 0.08
H 0.951 -5.233 7.709 -0.27 -0.01 -0.09
H 0.426 -6.859 8.094 0.02 -0.07 -0.04
H -0.799 -7.252 5.153 0.04 -0.07 0.03
H -2.305 -6.490 5.629 0.24 0.15 0.13
H -0.806 -8.525 7.368 -0.05 -0.04 -0.10
H -2.261 -8.836 6.413 0.06 0.11 0.06
H -2.312 -7.713 7.792 0.05 -0.04 -0.15
C 2.957 -2.213 -3.128 0.08 0.13 -0.01
C 1.650 -2.368 -2.368 0.19 -0.10 -0.11
O 1.073 -1.126 -1.972 -0.05 0.12 0.54
C 0.738 -0.219 -3.020 -0.14 0.12 -0.19
C -0.272 -0.782 -4.006 -0.03 -0.14 0.00
H 3.688 -1.662 -2.524 -0.10 -0.14 -0.08
H 3.373 -3.195 -3.375 -0.07 0.15 0.08
H 2.824 -1.662 -4.061 -0.01 -0.11 -0.01
H 1.843 -2.931 -1.449 -0.14 0.21 0.02
H 0.927 -2.954 -2.942 0.01 0.05 -0.07
H 1.645 0.118 -3.531 -0.03 -0.07 -0.04
H 0.306 0.668 -2.541 0.12 -0.19 0.12
H 0.109 -1.668 -4.520 -0.02 0.12 -0.06
H -0.520 -0.034 -4.765 0.04 -0.09 0.12
H -1.191 -1.074 -3.488 0.08 0.08 -0.06
C 1.343 8.297 -6.000 0.03 -0.06 -0.15
C 0.482 7.818 -4.841 0.05 -0.01 -0.14
O 0.248 6.412 -4.851 -0.10 -0.14 0.07
C 1.401 5.577 -4.770 -0.07 0.09 0.02
C 2.217 5.793 -3.507 0.00 0.10 0.15
H 0.883 8.023 -6.957 0.05 0.09 0.19
H 1.460 9.385 -5.963 -0.05 -0.16 0.00
H 2.340 7.852 -5.978 0.01 0.09 0.04
H -0.499 8.299 -4.911 0.03 -0.29 0.04
H 0.907 8.124 -3.881 0.10 0.01 0.01
H 2.018 5.699 -5.666 0.06 0.05 0.05
H 1.040 4.541 -4.784 -0.16 0.26 -0.04
H 2.610 6.811 -3.443 0.06 -0.09 -0.05
H 3.065 5.103 -3.479 -0.10 0.06 -0.02
H 1.598 5.625 -2.619 0.06 -0.04 -0.11
C -3.767 -3.080 -4.612 0.07 -0.12 0.09
C -3.707 -2.251 -5.885 0.11 -0.14 -0.07
O -2.834 -2.792 -6.874 0.09 0.12 0.08
C -3.146 -4.100 -7.348 -0.06 0.04 -0.07
C -4.518 -4.198 -7.993 -0.12 0.10 -0.05
H -2.766 -3.187 -4.177 -0.14 0.05 -0.07
H -4.422 -2.602 -3.876 0.08 -0.03 -0.10
H -4.151 -4.085 -4.797 -0.06 0.06 0.03
H -3.323 -1.257 -5.638 0.11 -0.13 -0.22
H -4.706 -2.100 -6.305 -0.06 -0.07 0.04
H -3.035 -4.830 -6.540 -0.08 -0.02 0.02
H -2.385 -4.352 -8.097 -0.03 0.26 0.21
H -5.319 -3.964 -7.288 0.03 -0.11 -0.01
H -4.689 -5.211 -8.371 0.04 0.13 0.04
H -4.600 -3.494 -8.827 0.05 -0.13 0.10
C 4.714 2.314 -0.321 0.11 0.12 -0.09
C 5.341 1.201 0.503 0.37 0.10 -0.22
O 6.766 1.229 0.506 -0.27 -0.15 -0.02
C 7.376 2.407 1.028 0.02 0.02 0.06
C 7.011 2.685 2.477 -0.02 -0.10 0.13
H 5.069 2.268 -1.358 -0.13 -0.03 0.20
H 3.623 2.224 -0.318 0.05 -0.01 -0.07
H 4.969 3.302 0.067 -0.08 -0.02 0.02
H 5.047 0.238 0.073 0.28 0.03 0.06
H 4.960 1.208 1.529 -0.05 0.07 0.16
H 7.144 3.266 0.390 -0.05 0.03 0.05
H 8.460 2.257 0.960 -0.28 -0.18 -0.11
H 5.939 2.852 2.605 0.03 0.11 -0.01
H 7.535 3.576 2.837 -0.06 -0.12 -0.06
H 7.289 1.836 3.111 0.01 0.13 -0.10
```
Positions in Å, forces in eV/Å.

---

(2)
# C9H14

A 2-piece molecular cluster, C9H14 overall at a distorted geometry (ωB97M-V/def2-TZVPD, the Open Molecules 2025 dataset).

- SMILES string = Cc1ccccc1.CC
- relative energy (zero: lowest compared OMol25 entry of this formula, charge and spin) (eV) = 0.393

```
23
Properties=species:S:1:pos:R:3:forces:R:3
C -1.311 -0.822 -3.798 0.85 -0.05 -1.09
C -0.397 -0.748 -2.605 -1.02 0.92 0.41
C 0.976 -0.716 -2.730 0.67 -0.09 -0.45
C 1.819 -0.536 -1.634 -0.63 0.13 0.23
C 1.240 -0.321 -0.391 0.41 -0.75 -0.32
C -0.139 -0.334 -0.258 -0.10 0.06 0.54
C -0.972 -0.539 -1.339 0.74 -0.55 -0.13
H -2.077 -0.055 -3.795 -0.47 -0.25 0.48
H -1.690 -1.830 -3.950 -0.47 0.05 0.15
H -0.786 -0.581 -4.736 0.26 -0.22 0.33
H 1.384 -0.851 -3.729 0.10 0.03 0.15
H 2.899 -0.549 -1.693 -0.01 -0.07 -0.33
H 1.893 -0.350 0.468 -0.10 0.49 0.25
H -0.558 -0.204 0.731 -0.12 -0.06 -0.02
H -2.030 -0.665 -1.157 -0.14 0.30 -0.27
C -0.278 1.668 4.346 0.51 -0.61 0.04
C 0.200 0.620 3.334 -0.15 0.10 -0.61
H -0.751 2.494 3.840 -0.39 0.26 0.03
H -0.938 1.213 5.080 -0.27 0.12 -0.04
H 0.556 2.058 4.921 0.16 0.19 -0.05
H 1.167 0.194 3.587 -0.03 -0.22 0.21
H -0.530 -0.177 3.182 0.08 -0.12 0.31
H 0.322 1.031 2.328 0.12 0.30 0.17
```
Positions in Å, forces in eV/Å.